Entry 1:
This record from OMol25 describes a cluster of 2 separate species, C5H6N2O in total at a distorted geometry. The level of theory is wB97M-V/def2-TZVPD.

```
14
Properties=species:S:1:pos:R:3:forces:R:3:mulliken_charge:R:1
H -2.334 0.783 -0.835 0.81 -0.73 0.04 0.27
N -1.970 -0.163 -1.076 0.60 -0.10 0.36 -0.76
C -0.976 -0.565 -0.386 -3.95 1.35 -1.08 0.45
C -0.276 -1.771 -0.010 1.55 -4.24 1.73 -0.49
C -0.290 -0.550 0.852 0.71 -1.97 -1.76 0.45
N 0.088 -0.034 1.878 0.01 3.06 2.43 -0.61
H 0.562 -0.560 2.580 0.46 -0.93 0.19 0.23
H -0.621 -2.782 0.538 -0.11 2.29 -1.81 0.26
H 0.706 -1.983 -0.496 -0.86 0.37 0.39 0.23
C 1.005 1.984 -0.375 -0.83 1.57 1.14 -0.99
C 1.105 0.857 -0.970 2.13 -1.78 -2.43 0.76
O 1.427 -0.116 -1.555 -0.73 1.28 0.80 -0.41
H 0.797 2.938 -0.811 0.18 0.09 -0.78 0.27
H 0.777 1.964 0.664 0.02 -0.26 0.77 0.34
```
Positions in Å, forces in eV/Å.

Values from the calculation:
Total energy ... -378.69374 Ha
SMILES ... [H]/N=C1/C/C1=N\[H].C=C=O
HOMO energy ... -9.21 eV
LUMO level ... -0.5 eV

---

Entry 2:
This record from OMol25 describes the molecule C3H4N2OS at a distorted geometry. The level of theory is wB97M-V/def2-TZVPD.

```
11
Properties=species:S:1:pos:R:3:forces:R:3:mulliken_charge:R:1
H -1.426 -2.176 1.830 2.42 2.95 -2.97 0.27
N -0.895 -1.656 0.907 -1.77 -0.88 0.77 -0.59
C -0.355 -0.483 0.892 -1.03 -5.02 0.55 0.05
N 0.280 0.056 -0.214 2.08 3.26 -0.24 0.09
C -0.163 -0.183 -1.528 -3.40 -2.54 -0.91 0.05
O 0.162 0.232 -2.605 1.14 0.60 1.06 -0.42
C 1.096 1.274 0.106 -2.22 0.91 -1.32 -0.19
S 1.169 2.628 -0.854 0.39 -2.06 1.25 -0.16
H -0.132 -0.125 1.829 0.53 2.21 1.79 0.32
H -1.078 -0.939 -1.543 1.70 1.20 0.74 0.28
H 1.343 1.372 1.180 0.17 -0.62 -0.71 0.28
```
Positions in Å, forces in eV/Å.

Values from the calculation:
Total energy ... -699.55912 Ha
SMILES ... [H]/N=C/N(C=O)C=S
HOMO energy ... -9.15 eV
LUMO level ... -0.9 eV

---

Entry 3:
This record from OMol25 describes a structure of composition C19H40OP2Tc at a distorted geometry. The level of theory is wB97M-V/def2-TZVPD.

```
63
Properties=species:S:1:pos:R:3:forces:R:3:lowdin_spin:R:1
P -1.101 2.541 -1.205 0.62 2.35 0.36 0.00
P -1.893 -1.863 -0.335 -0.53 -0.41 -0.49 0.44
C -3.091 0.214 -1.254 -1.22 1.04 -0.51 0.23
C -3.519 -1.136 -0.731 0.79 0.08 0.16 0.06
H -3.072 0.307 -2.408 -1.56 -0.43 1.05 0.03
H -3.838 0.995 -1.000 0.86 -0.23 0.28 0.01
H -4.062 -1.032 0.224 -0.05 -0.19 -0.56 0.00
H -4.042 -1.776 -1.449 -0.25 0.10 0.18 0.01
C -1.446 -3.247 -1.422 0.26 0.38 -0.42 0.06
H -1.187 -4.083 -0.771 -0.03 -0.10 -0.21 0.00
H -0.567 -2.975 -2.032 -0.45 -0.24 0.18 0.00
H -2.296 -3.485 -2.064 0.05 -0.18 0.03 0.01
C -2.146 -2.589 1.272 1.17 -0.52 0.83 0.07
H -2.771 -3.464 1.143 -0.32 -0.24 -0.06 0.02
H -2.613 -1.900 1.960 -0.13 0.23 0.15 0.00
H -1.187 -2.928 1.719 -0.52 0.21 -0.28 0.00
C -0.180 3.688 -2.309 0.45 0.82 0.23 0.00
H 0.526 4.296 -1.692 -0.63 -0.45 -0.52 0.00
H -0.829 4.394 -2.850 0.39 -0.32 0.16 0.00
H 0.447 3.127 -3.001 -0.07 0.06 -0.15 0.00
C -2.658 3.395 -0.781 -0.02 0.20 0.15 0.00
H -3.322 2.705 -0.255 0.11 0.27 0.04 0.00
H -3.168 3.757 -1.682 0.20 -0.04 0.50 0.00
H -2.446 4.247 -0.122 0.00 -0.17 -0.16 0.00
Tc -1.326 0.526 -2.252 3.72 -0.68 1.22 1.51
C -3.982 -0.202 -3.843 2.17 -2.65 -2.80 0.08
C -2.829 -0.840 -4.408 -3.48 1.84 0.61 0.04
C -2.194 -0.413 -5.695 0.70 -0.39 0.27 0.00
C -2.172 1.102 -5.827 -0.38 -1.00 0.58 0.00
C -1.737 1.644 -4.451 -0.72 2.10 -0.82 0.00
C -2.611 2.432 -3.702 0.60 0.45 -1.02 0.02
C -4.108 2.324 -3.670 -0.42 -0.18 -0.64 0.01
C -4.713 1.017 -4.271 -1.04 0.91 0.10 0.01
C -0.008 2.862 0.242 -0.36 -0.65 0.37 0.01
H -4.554 -0.782 -3.147 0.19 -0.30 0.54 0.00
H -2.568 -1.802 -4.013 0.05 -0.48 0.22 0.00
H -2.702 -0.870 -6.539 -0.11 -0.25 -0.12 0.00
H -1.171 -0.813 -5.677 -0.13 0.16 -0.32 0.00
H -1.457 1.391 -6.617 -0.20 0.13 0.58 0.00
H -3.181 1.464 -6.127 1.02 -0.03 0.32 0.00
H -0.671 1.895 -4.441 -0.19 0.28 0.16 0.00
H -2.298 3.480 -3.488 0.24 -1.40 0.76 0.00
H -4.546 3.174 -4.241 0.37 -0.35 0.36 0.00
H -4.477 2.462 -2.632 0.29 -0.06 -0.53 0.00
H -5.728 0.947 -3.821 0.55 -0.01 -0.44 0.00
H -4.887 1.129 -5.367 0.37 -0.32 0.85 0.00
H -0.477 2.506 1.177 0.54 0.04 -0.46 0.00
H 0.139 3.941 0.343 -0.31 -0.10 -0.20 0.00
H 0.979 2.421 0.011 -0.58 0.00 0.40 0.00
C 1.430 -2.055 -0.040 -0.08 -0.77 -0.27 0.01
C 1.098 -0.570 -0.014 0.46 -0.09 1.51 0.02
C 0.273 -0.272 1.236 -0.67 0.12 0.30 0.04
C 2.453 0.025 0.364 0.91 0.57 -0.24 0.01
O 0.534 -0.063 -1.228 -2.09 0.17 -0.63 0.29
H 1.791 -2.403 0.949 -0.18 0.37 -0.58 0.00
H 2.231 -2.241 -0.767 -0.29 -0.13 0.06 0.00
H 0.573 -2.681 -0.291 0.14 -0.02 -0.03 0.00
H 0.678 -0.757 2.133 0.04 0.02 -0.36 0.00
H 0.236 0.789 1.449 0.06 -0.06 -0.01 0.00
H -0.765 -0.607 1.154 0.04 0.20 0.00 0.02
H 3.235 -0.272 -0.324 0.08 0.16 -0.39 0.00
H 2.475 1.103 0.489 -0.12 0.17 -0.20 0.00
H 2.784 -0.376 1.330 -0.31 -0.01 -0.16 0.00
```
Positions in Å, forces in eV/Å.

Values from the calculation:
Charge ... +2
Total energy ... -1585.83668 Ha
2S+1 ... 4
HOMO energy (spin up / spin down) ... -14.22 / -14.77 eV
LUMO level (spin up / spin down) ... -7.2 / -8.4 eV

---

Q: Which value of total energy does entry 2 give?
A: -699.55912 Ha

---

Q: Look up the total energy of the third one.
A: -1585.83668 Ha

---

Q: total energy of number 1 (C5H6N2O)?
A: -378.69374 Ha